{"formula": "C27H58F2NO13P2S3Si", "method": "the ωB97M-V functional and the def2-TZVPD basis", "total_charge": -1, "lumo_ev": 1.478, "total_energy_ha": -4462.983145, "max_force_ev_per_a": 0.91, "species": ["C", "C", "P", "C", "C", "C", "F", "F", "C", "C", "Si", "C", "C", "C", "C", "C", "C", "C", "C", "O", "P", "N", "C", "C", "O", "O", "C", "O", "H", "H", "H", "H", "H", "H", "H", "H", "H", "H", "H", "H", "H", "H", "H", "H", "H", "H", "H", "H", "H", "H", "H", "H", "H", "H", "H", "H", "H", "H", "H", "H", "H", "H", "O", "S", "O", "O", "C", "C", "C", "H", "H", "H", "H", "H", "H", "H", "H", "O", "S", "O", "O", "C", "C", "C", "H", "H", "H", "H", "H", "H", "H", "H", "O", "S", "O", "O", "C", "C", "C", "H", "H", "H", "H", "H", "H", "H", "H"], "coordinates": [[-4.1147, -5.1136, -1.2730], [-3.7461, -4.7300, -2.7146], [-2.2674, -3.6377, -2.8626], [-1.8072, -3.8447, -4.6308], [-2.8528, -1.8244, -2.8042], [-1.7324, -1.0261, -2.1092], [-1.9166, 0.3252, -2.2812], [-1.8247, -1.2396, -0.7333], [-0.2951, -1.3808, -2.5417], [0.5371, -0.1463, -2.9180], [1.2379, 0.9140, -1.5287], [0.7892, 2.7033, -1.8880], [3.1155, 0.7905, -1.4755], [0.6272, 0.4433, 0.1824], [0.9521, -0.7735, 0.7859], [0.5175, -1.0924, 2.0525], [-0.2608, -0.1937, 2.7583], [-0.6012, 1.0193, 2.1795], [-0.1579, 1.3313, 0.9074], [-3.1124, -1.1905, -4.0176], [-4.6990, -1.6112, -4.6610], [-4.0840, -1.3673, -6.3392], [-5.3689, 0.1751, -4.4707], [-6.8274, 0.2548, -4.0439], [-6.9544, 0.6324, -2.6654], [-5.1774, -1.9462, -2.9700], [-4.2081, -1.7502, -2.0429], [-4.3677, -0.4637, -1.4329], [-3.2428, -5.0375, -0.6189], [-4.4678, -6.1449, -1.2318], [-4.8920, -4.4626, -0.8787], [-4.6121, -4.3474, -3.2467], [-3.4201, -5.6333, -3.2399], [-2.4852, -4.5616, -5.0919], [-1.9439, -2.9120, -5.1770], [-0.7748, -4.1803, -4.7342], [0.1587, -1.9333, -1.7200], [-0.3112, -2.0738, -3.3837], [-0.0453, 0.4929, -3.5823], [1.3954, -0.4925, -3.5036], [1.1066, 2.9325, -2.9063], [1.2891, 3.3736, -1.1884], [-0.2908, 2.8431, -1.8240], [3.5689, 0.8556, -2.4649], [3.5064, 1.5922, -0.8458], [3.4127, -0.1531, -1.0130], [1.5630, -1.4940, 0.2534], [0.7920, -2.0359, 2.5044], [-0.5928, -0.4133, 3.7643], [-1.2059, 1.7292, 2.7299], [-0.4494, 2.2821, 0.4791], [-5.9988, -2.0244, -5.1651], [-4.2758, -2.9631, -4.7636], [-4.6634, -0.7304, -6.8679], [-3.1374, -1.0119, -6.3402], [-5.2951, 0.6656, -5.4448], [-4.7867, 0.7795, -3.7729], [-7.3194, -0.7105, -4.2154], [-7.3586, 1.0026, -4.6491], [-7.8609, 0.4518, -2.4051], [-4.2471, -2.4886, -1.2360], [-4.2924, -0.5732, -0.4838], [2.3317, -3.6296, -5.6551], [1.8306, -2.8989, -6.7805], [0.8657, -3.5024, -7.6442], [3.0803, -2.4146, -7.6465], [4.0377, -3.4218, -8.0361], [3.5413, -4.3143, -9.1548], [1.2711, -1.3186, -6.2681], [4.3195, -3.9984, -7.1537], [4.9065, -2.8488, -8.3544], [2.6974, -4.9228, -8.8364], [4.3477, -4.9774, -9.4709], [3.2203, -3.7162, -10.0074], [2.0327, -0.8810, -5.6298], [0.3484, -1.4790, -5.7108], [1.0814, -0.7002, -7.1409], [2.3460, -0.7358, 5.4313], [3.2388, 0.3819, 5.4887], [4.5622, 0.1892, 6.0003], [2.5271, 1.5597, 6.2791], [1.9759, 1.2572, 7.5841], [3.0286, 1.1372, 8.6623], [3.3131, 1.1696, 3.9193], [1.3636, 0.3579, 7.5036], [1.3167, 2.0979, 7.7891], [3.6809, 0.2798, 8.5035], [2.5389, 1.0253, 9.6301], [3.6439, 2.0347, 8.6870], [2.3006, 1.3205, 3.5511], [3.8574, 0.4948, 3.2622], [3.8468, 2.1098, 4.0264], [2.6689, 4.4569, 9.1491], [3.5299, 5.5901, 9.3070], [4.7940, 5.4202, 9.9533], [2.7130, 6.7489, 10.0204], [2.0314, 6.4223, 11.2556], [2.9707, 6.2908, 12.4351], [3.7652, 6.3897, 7.7609], [1.4431, 5.5170, 11.1009], [1.3413, 7.2509, 11.3977], [3.6399, 5.4398, 12.3229], [2.3858, 6.1528, 13.3449], [3.5813, 7.1872, 12.5407], [2.7991, 6.5298, 7.2849], [4.3940, 5.7293, 7.1676], [4.2659, 7.3382, 7.9327]], "forces_ev_per_angstrom": [[0.2, 0.0, -0.2], [-0.1, -0.2, 0.0], [0.3, -0.1, 0.4], [-0.1, 0.1, -0.1], [-0.6, 0.5, -0.2], [0.1, 0.0, 0.2], [0.0, -0.3, 0.2], [0.0, 0.0, -0.3], [0.0, 0.3, 0.0], [0.3, -0.3, 0.0], [-0.1, 0.3, -0.1], [0.0, -0.4, 0.1], [-0.2, -0.1, 0.1], [0.1, 0.0, -0.2], [0.2, 0.0, -0.4], [0.0, -0.2, 0.3], [-0.2, 0.3, 0.2], [0.0, 0.0, 0.3], [-0.1, 0.2, 0.0], [0.8, -0.2, 0.0], [-0.4, 0.2, -0.8], [-0.1, -0.3, 0.1], [-0.1, 0.1, 0.1], [-0.1, 0.0, 0.0], [0.0, 0.1, -0.1], [-0.2, -0.3, 0.0], [0.1, 0.4, 0.2], [-0.1, -0.1, -0.1], [0.0, 0.0, 0.0], [-0.1, 0.0, 0.0], [-0.1, 0.0, 0.0], [0.0, 0.1, -0.1], [0.0, 0.0, 0.0], [0.1, -0.1, -0.1], [0.0, 0.1, 0.0], [0.0, -0.1, 0.0], [0.0, 0.0, 0.0], [-0.2, 0.1, 0.0], [0.0, 0.0, 0.0], [0.0, 0.0, 0.1], [0.0, 0.1, 0.0], [0.0, 0.1, 0.0], [0.0, 0.1, 0.0], [0.0, 0.0, 0.0], [0.1, 0.0, 0.0], [0.1, -0.1, -0.1], [0.0, 0.0, 0.0], [0.0, -0.1, 0.0], [0.0, -0.1, 0.0], [-0.1, 0.0, 0.0], [0.0, 0.0, -0.1], [0.0, 0.1, 0.2], [0.1, -0.1, 0.1], [0.1, 0.1, 0.0], [0.0, 0.1, 0.0], [0.1, 0.0, 0.0], [0.1, -0.1, 0.1], [0.0, 0.0, 0.0], [0.0, 0.0, -0.1], [0.0, -0.1, 0.0], [-0.1, -0.2, -0.1], [0.1, 0.0, 0.1], [0.0, -0.1, 0.0], [0.0, 0.0, 0.0], [0.0, -0.1, 0.0], [-0.1, 0.1, -0.1], [0.2, -0.1, 0.0], [-0.1, 0.0, 0.0], [0.0, 0.1, 0.0], [-0.1, 0.0, 0.0], [0.0, 0.1, 0.0], [0.0, 0.0, 0.0], [0.0, 0.0, 0.0], [0.0, 0.0, 0.0], [0.0, 0.0, 0.0], [0.0, 0.0, 0.0], [0.0, 0.0, 0.0], [0.0, -0.1, 0.1], [-0.2, 0.1, -0.1], [0.1, 0.0, 0.0], [0.1, 0.1, 0.0], [-0.2, 0.0, 0.2], [0.2, 0.0, -0.1], [0.0, 0.0, 0.0], [0.1, 0.0, -0.1], [0.0, 0.0, -0.1], [-0.1, 0.0, 0.0], [0.0, 0.0, 0.0], [0.0, 0.0, 0.1], [0.0, 0.0, 0.0], [0.0, 0.0, 0.0], [0.0, 0.0, 0.0], [0.0, -0.1, 0.0], [-0.1, 0.1, 0.0], [0.0, 0.0, 0.0], [0.1, 0.1, 0.0], [-0.2, -0.1, 0.2], [0.1, 0.0, -0.1], [0.0, 0.0, 0.0], [0.1, 0.0, 0.0], [0.0, 0.0, -0.1], [0.0, 0.0, 0.0], [0.0, 0.0, 0.0], [0.0, 0.0, 0.0], [0.0, 0.0, 0.0], [0.0, 0.0, 0.0], [0.0, 0.0, 0.0]], "lowdin_charge": [-0.1769, -0.4378, 1.0306, -0.2874, -0.5032, -0.4602, 0.0651, 0.0446, -0.1545, -0.2250, 0.5882, -0.1793, -0.1747, -0.2480, -0.1070, -0.0894, -0.0982, -0.0926, -0.0984, -0.2715, 0.5488, -0.1801, -0.2449, -0.3299, -0.0947, -0.2407, -0.4604, 0.0048, 0.0508, 0.0558, 0.0541, 0.0569, 0.0639, 0.0357, 0.0173, 0.0184, 0.1023, 0.0693, 0.0851, 0.0542, 0.0304, 0.0281, 0.0334, 0.0242, 0.0259, 0.0229, 0.1026, 0.1065, 0.1019, 0.0990, 0.0929, 0.0167, 0.0004, -0.0131, -0.0072, 0.0560, 0.0809, 0.0816, 0.0932, 0.0653, 0.1235, 0.0844, -0.2787, 0.5594, -0.2684, -0.2684, -0.2579, -0.0751, -0.1134, 0.1120, 0.1182, 0.0711, 0.0782, 0.0833, 0.0646, 0.0677, 0.0812, -0.2795, 0.5584, -0.2814, -0.2650, -0.2458, -0.0741, -0.1139, 0.1131, 0.1162, 0.0719, 0.0837, 0.0672, 0.0641, 0.0798, 0.0728, -0.2760, 0.5633, -0.2710, -0.2642, -0.2470, -0.0727, -0.1175, 0.1133, 0.1209, 0.0719, 0.0813, 0.0845, 0.0766, 0.0793, 0.0755]}